1.
Below is a molecular structure, C27H35ClN2O2Yb, with properties calculated with ωB97M-V/def2-TZVPD.

charge: -1
gap between HOMO and LUMO (alpha / beta): 0.150 / 0.205 Eh
HOMO level (alpha / beta): -1.386 / -2.882 eV
⟨S²⟩: 0.77
2S+1: 2

Cartesian coordinates (Å):
Yb1 -0.207108 -0.050055 -0.703735
Cl1 1.857010 -0.270650 -1.956945
N1 0.055325 2.172207 -0.199831
N2 -0.133690 -2.243714 0.170684
C1 -0.961266 2.901802 -0.601503
C2 -0.895382 -2.999590 -0.611928
C3 1.069652 3.064049 0.436184
C4 0.325280 4.399152 0.555032
C5 2.250175 3.163961 -0.527642
C6 1.546377 2.545705 1.792984
H1 1.959171 3.797999 -1.382272
H2 2.496762 2.156608 -0.899993
H3 3.121717 3.601716 -0.022438
H4 0.700309 2.427724 2.480841
H5 2.261527 3.261864 2.234469
H6 2.052033 1.573724 1.691580
C7 0.773456 -3.130562 0.971134
C8 0.527745 -4.515602 0.354083
C9 0.479578 -3.182386 2.475640
C10 2.189965 -2.621165 0.770814
H7 2.361938 -2.439743 -0.295771
H8 2.921599 -3.350675 1.140904
H9 2.341409 -1.667997 1.298678
H10 -0.547731 -3.523560 2.652053
H11 0.590745 -2.198903 2.945516
H12 1.171437 -3.883301 2.982700
O1 -0.611745 -4.288685 -0.598210
H13 0.239398 -5.290734 1.087616
H14 1.397487 -4.881892 -0.211421
O2 -0.931735 4.168885 -0.256414
H15 0.880720 5.258484 0.135853
H16 0.055427 4.648723 1.593108
C11 -2.161070 2.395821 -1.372846
C12 -2.048279 -2.506795 -1.453908
C13 -1.789086 -1.221972 -2.206880
H17 -2.861108 -2.242961 -0.767322
H18 -2.378297 -3.379549 -2.061567
C14 -2.286310 -0.045595 -1.745468
C15 -1.844160 1.162948 -2.187625
H19 -0.396682 0.385625 1.448653
C16 -1.277682 1.208827 -3.526823
C17 -0.923365 0.023638 -4.176842
C18 -0.830209 2.532438 -4.080579
C19 -1.241102 -1.186292 -3.567128
H20 -0.433557 0.056948 -5.207008
C20 -0.716766 -2.463647 -4.164483
H21 -0.407764 -2.502576 -5.208911
H22 -1.451153 -3.256660 -4.131538
H23 0.139901 -2.956628 -3.694604
H24 -1.580795 3.303792 -3.954300
H25 -0.592309 2.634539 -5.132899
H26 0.044054 3.021456 -3.640172
H27 -2.586446 3.263645 -1.911955
H28 -2.898226 2.044697 -0.636529
C21 -1.434942 -0.218866 2.704055
C22 -1.486837 0.420757 3.988450
C23 -0.290338 0.626794 4.683018
C24 -0.355170 1.077586 6.047873
C25 -1.599640 1.343517 6.602440
C26 -2.787346 1.236214 5.893682
C27 -2.742369 0.784876 4.527519
H29 -0.436975 -0.657447 2.471770
H30 -2.442751 -0.533731 2.389900
H31 0.651582 0.402428 4.212739
H32 0.571093 1.181698 6.580864
H33 -1.639028 1.672180 7.658375
H34 -3.749121 1.462392 6.317568
H35 -3.640831 0.673011 3.941113

Forces on atoms 1 to 6 (eV/Å):
0.48 0.04 2.05
1.80 -0.22 -1.00
-1.30 2.19 -0.87
-1.80 -2.08 -0.63
2.12 -2.08 0.74
2.13 2.14 2.16



2.
Below is 9 unconnected molecules or ions with the total composition C5H27NO9S, with properties calculated with ωB97M-V/def2-TZVPD.

charge: -2
gap between HOMO and LUMO: 0.221 Eh
HOMO level: -0.795 eV
relative energy (zero: lowest compared OMol25 entry of this formula, charge and spin): 0.0 kcal/mol

Cartesian coordinates (Å):
C1 1.715709 -2.055357 0.784049
N1 1.593291 -1.897289 -0.669643
C2 1.152614 -0.545111 -1.064713
C3 2.257850 0.601880 -1.058797
S1 3.949008 -0.058712 -0.660302
C4 0.478388 -0.655904 -2.441532
O1 -0.779443 0.041700 -2.666194
C5 0.416746 -2.649363 1.396478
H1 1.944241 -1.112446 1.262274
H2 2.546496 -2.741370 0.999341
H3 2.475832 -2.067018 -1.135185
H4 0.394776 -0.187354 -0.362038
H5 2.381073 1.075682 -2.030099
H6 1.976234 1.286344 -0.246818
H7 0.330779 -1.725065 -2.661275
H8 1.054654 -0.301289 -3.315526
H9 0.622175 -2.897805 2.441631
H10 -0.381231 -1.903253 1.407677
H11 0.077101 -3.509322 0.806132
H12 -2.836236 1.353855 -0.618371
H13 -1.858534 2.460185 -1.098779
O2 -2.725402 2.357405 -0.673860
H14 -2.906338 0.423368 0.849225
H15 -3.291128 1.821323 1.485293
O3 -3.139388 0.904837 1.715599
H16 -3.264267 -0.930018 -0.718428
H17 -1.327026 -0.236201 -1.852390
O4 -2.512002 -0.344971 -0.581228
H18 -0.497765 -2.809601 -0.805384
H19 -1.670270 -1.851772 -0.988345
O5 -1.444259 -2.820752 -1.016009
H20 3.142540 1.107056 1.733011
H21 2.364587 2.424409 1.768853
O6 2.437074 1.566434 2.189847
H22 -0.634403 0.633284 3.519997
H23 -2.097881 0.746941 3.021533
O7 -1.545392 0.579963 3.826436
H24 -0.672243 1.864106 0.848114
H25 0.178319 3.133035 1.121078
O8 0.230080 2.194753 0.892766
H26 0.434111 2.553918 -1.213760
H27 -0.430414 1.622127 -2.209515
O9 -0.140068 2.547369 -1.981150

Forces on atoms 1 to 6 (eV/Å):
-0.47 -0.78 -0.13
-0.83 0.46 0.17
0.23 0.72 -0.78
0.69 -1.27 0.93
0.08 0.37 0.07
-0.27 -0.40 -1.93



3.
Below is 3 unconnected molecules or ions with the total composition C21H46BBrNO6P, with properties calculated with ωB97M-V/def2-TZVPD.

charge: 0
gap between HOMO and LUMO: 0.310 Eh
HOMO level: -8.100 eV
SMILES string: CC(C)CC[C@]1(P(C)O)OC(=O)[C@@H](B(N)O)[C@@H]1CCCBr.CCOCC.CCOCC

Cartesian coordinates (Å):
C1 4.263053 -1.505368 1.895892
C2 3.475977 -0.236702 2.207122
C3 4.476727 0.917956 2.272608
C4 2.415333 0.054090 1.113199
C5 1.055643 0.504556 1.676391
C6 -0.090740 -0.488358 1.479143
P1 -0.473621 -1.084907 3.224271
C7 -1.472593 0.237698 4.056620
O1 -1.473619 -2.391759 3.059310
O2 0.235311 -1.727427 0.824955
C8 -0.126598 -1.708234 -0.483902
O3 -0.125245 -2.617654 -1.180451
C9 -0.546251 -0.252247 -0.767760
B1 -1.233863 0.066731 -2.165737
N1 -0.695101 -0.514590 -3.370264
O4 -2.319240 0.928114 -2.289343
C10 -1.269801 -0.009246 0.575363
C11 -1.942482 1.334275 0.843017
C12 -3.456753 1.324276 0.547588
C13 -4.331296 0.941390 1.740278
Br1 -4.447104 -1.002871 1.980124
H1 5.004962 -1.337065 1.120663
H2 4.829799 -1.792449 2.781962
H3 3.614391 -2.348100 1.672318
H4 2.979336 -0.344901 3.169944
H5 4.908766 1.132679 1.298465
H6 4.062114 1.823126 2.711424
H7 5.310287 0.604107 2.902088
H8 2.358428 -0.778793 0.417656
H9 2.816075 0.891295 0.545337
H10 0.800240 1.434417 1.167059
H11 1.183229 0.773100 2.725220
H12 -2.477708 0.273432 3.647746
H13 -0.989618 1.198872 3.882660
H14 -1.506556 0.054609 5.124083
H15 -1.384862 -2.950144 3.842317
H16 0.444420 0.228388 -0.819027
H17 -0.639365 0.224009 -4.071298
H18 0.276389 -0.761234 -3.189118
H19 -3.143329 0.429299 -2.375255
H20 -1.941396 -0.862950 0.663010
H21 -1.792920 1.723112 1.846546
H22 -1.531091 2.060766 0.144354
H23 -3.688684 0.601497 -0.221111
H24 -3.796700 2.305660 0.229220
H25 -4.002623 1.416524 2.654822
H26 -5.349511 1.258579 1.563751
C14 2.866488 6.794817 1.188153
C15 2.237219 5.792400 0.235483
O5 1.783896 4.607180 0.866161
C16 0.793196 4.766780 1.866012
C17 -0.486502 5.392728 1.353869
H27 3.704547 6.340779 1.719451
H28 3.229788 7.662434 0.636187
H29 2.156334 7.150429 1.935960
H30 2.983733 5.474971 -0.493065
H31 1.424214 6.255564 -0.334477
H32 1.201652 5.322223 2.717562
H33 0.564152 3.762795 2.229572
H34 -0.341342 6.404796 0.974344
H35 -1.230095 5.444257 2.150826
H36 -0.884966 4.788477 0.536155
C18 -0.112325 -4.587678 -3.626572
C19 -0.582467 -4.732246 -5.063194
O6 -0.518229 -6.058543 -5.564972
C20 -1.287769 -7.024690 -4.875115
C21 -2.777905 -6.727130 -4.854862
H37 0.913692 -4.947292 -3.524059
H38 -0.150786 -3.545968 -3.320381
H39 -0.731278 -5.158946 -2.933548
H40 0.062196 -4.137978 -5.712012
H41 -1.595328 -4.330979 -5.180832
H42 -0.905393 -7.159121 -3.856947
H43 -1.118738 -7.968188 -5.396101
H44 -3.001996 -5.794274 -4.336110
H45 -3.315493 -7.529147 -4.346922
H46 -3.162325 -6.638993 -5.872565

Forces on atoms 1 to 6 (eV/Å):
-0.02 -0.14 0.82
0.21 0.05 -0.93
0.18 -0.32 0.73
0.54 0.46 0.55
0.26 0.15 -1.10
-1.99 -0.17 1.07



4.
Below is a molecular structure, C28H22AlBrIN7O2PSe2, with properties calculated with ωB97M-V/def2-TZVPD.

charge: +1
gap between HOMO and LUMO: 0.288 Eh
HOMO level: -11.022 eV

Cartesian coordinates (Å):
Al1 0.673426 0.275939 -0.714836
Se1 -0.260762 2.195405 0.740196
P1 -1.085167 0.533719 1.880684
Se2 -1.028957 -1.181986 0.551565
C1 -2.759601 0.917641 2.422062
C2 -3.064893 2.210472 2.842067
C3 -4.329571 2.492036 3.328834
C4 -5.287888 1.488793 3.392659
C5 -4.984685 0.204478 2.967889
C6 -3.720020 -0.085616 2.481780
C7 -0.093904 0.242445 3.367267
C8 0.389729 1.332957 4.088555
C9 1.113561 1.124795 5.248337
C10 1.361731 -0.168431 5.691042
C11 0.882180 -1.253609 4.974953
C12 0.154376 -1.050890 3.811109
H1 -2.325477 2.998405 2.773850
H2 -4.570183 3.494909 3.651851
H3 -6.275929 1.711978 3.769215
H4 -5.733851 -0.573561 3.011037
H5 -3.486341 -1.086907 2.141183
H6 0.212475 2.342281 3.737625
H7 1.489037 1.970442 5.806422
H8 1.931641 -0.327512 6.595338
H9 1.068981 -2.259147 5.324142
H10 -0.225645 -1.896641 3.250697
N1 3.919754 1.978623 -2.704889
C13 3.516657 1.310689 -1.629701
N2 2.199372 1.368091 -1.563938
C14 1.857238 2.066767 -2.680094
N3 2.872927 2.464513 -3.394849
C15 0.442374 2.158253 -3.010977
C16 -0.114763 2.963439 -3.994200
N4 -1.415812 2.946164 -4.236635
C17 -2.162508 2.133376 -3.499773
C18 -1.623450 1.337986 -2.499318
N5 -0.315696 1.355281 -2.263260
H11 4.859164 2.118490 -3.044719
H12 4.174226 0.821834 -0.935036
H13 0.506169 3.623396 -4.584364
H14 -3.222865 2.112464 -3.706631
H15 -2.230802 0.688794 -1.881558
Br1 -1.910354 -5.698230 -5.997924
C19 -0.943813 -4.363779 -5.077743
C20 0.090155 -3.702908 -5.726545
C21 0.791523 -2.722883 -5.047960
C22 0.463589 -2.405566 -3.732423
C23 -0.574256 -3.079810 -3.098003
C24 -1.283170 -4.062116 -3.767586
C25 1.227125 -1.325052 -3.043588
O1 2.113772 -0.705951 -3.596493
O2 0.870118 -1.122176 -1.788938
H16 0.337691 -3.953772 -6.747489
H17 1.599623 -2.189738 -5.528386
H18 -0.831012 -2.832052 -2.077182
H19 -2.090801 -4.588975 -3.282402
I1 4.786380 0.697083 3.903908
C26 3.521650 -0.053354 2.468777
C27 3.214236 -1.378551 2.224040
N6 2.346483 -1.394820 1.206692
N7 2.070408 -0.159386 0.773018
C28 2.777212 0.669415 1.534656
H20 3.542432 -2.281582 2.706629
H21 1.867717 -2.181318 0.791181
H22 2.707072 1.734977 1.398212

Forces on atoms 1 to 6 (eV/Å):
0.28 0.31 0.17
0.09 0.05 0.07
-0.01 0.12 -0.05
-0.11 0.11 -0.22
0.05 0.00 0.04
0.01 -0.01 -0.01



Q: Number 2 is which compound?
A: C5H27NO9S



Q: What is the charge in the second record?
A: -2